Computed, not measured: a 5-piece molecular cluster, C11H32O6P overall, with wB97M-V/def2-TZVPD.

The geometry in XYZ format:
```
50
Properties=species:S:1:pos:R:3:forces:R:3:lowdin_charge:R:1
C -0.884580 3.661559 0.889572 -0.1 0.1 0.0 0.037
C 0.131271 2.917409 0.078072 -0.3 0.1 0.1 -0.509
O -0.077165 1.957322 -0.587817 0.2 -0.1 0.0 0.163
O 1.446176 3.410538 0.130521 0.1 -0.1 -0.3 -0.082
C 1.662218 4.730377 -0.264674 0.2 0.1 0.3 -0.365
P 1.304500 4.971344 -2.046007 0.2 0.0 -0.1 1.146
H -1.554684 2.929524 1.337804 0.0 0.0 0.0 0.111
H -0.447291 4.296072 1.657837 0.0 -0.1 0.0 0.096
H -1.496407 4.283525 0.228843 0.0 -0.1 0.0 0.105
H 2.736986 4.928111 -0.182093 0.0 0.0 0.0 0.109
H 1.133266 5.487407 0.325366 -0.1 -0.1 -0.1 0.118
H 1.660867 6.271848 -2.394678 -0.1 0.1 -0.1 0.020
H -0.036250 4.778399 -2.372595 -0.1 0.0 0.0 0.019
H 2.048569 4.094770 -2.832257 0.1 -0.1 0.0 0.034
C 0.535791 -1.171268 1.408848 -0.1 -0.1 -0.1 -0.078
C 1.992925 -0.941287 1.065822 -0.1 0.2 -0.1 -0.319
O 2.175667 -0.762682 -0.335858 0.0 0.0 0.0 -0.089
H 0.156690 -2.047978 0.882200 0.0 0.0 0.0 0.067
H 0.386709 -1.317173 2.479028 0.0 0.0 0.0 0.083
H -0.059304 -0.308150 1.094092 0.0 0.0 0.1 0.058
H 2.609362 -1.793331 1.346135 0.0 0.0 0.0 0.120
H 2.369116 -0.063919 1.608943 0.1 -0.1 0.0 0.100
H 1.629159 -0.017263 -0.608722 0.0 0.0 0.0 0.057
C 5.120620 0.826978 -0.292788 0.0 0.1 0.0 -0.077
C 5.653666 2.228010 -0.089415 0.0 -0.1 0.0 -0.292
O 4.670851 3.204133 -0.476230 -0.3 0.3 0.1 -0.112
H 4.844812 0.667280 -1.334792 0.0 0.0 0.0 0.083
H 5.852098 0.071091 -0.007550 0.0 0.0 0.0 0.087
H 4.222558 0.677340 0.308105 0.0 -0.1 0.0 0.048
H 6.528070 2.422160 -0.707096 0.0 0.0 0.0 0.115
H 5.936920 2.392013 0.953790 0.0 0.0 0.0 0.114
H 3.905291 3.046715 0.087300 0.0 -0.2 0.0 0.043
C -1.042079 -3.652792 -1.793726 0.0 0.0 0.1 -0.085
C -2.464976 -3.164789 -1.609420 0.1 0.0 0.0 -0.300
O -2.668402 -2.580037 -0.316139 0.0 -0.1 -0.2 -0.097
H -0.788548 -4.384860 -1.026570 0.0 0.0 0.0 0.080
H -0.915226 -4.116737 -2.772233 0.0 0.0 0.0 0.078
H -0.331266 -2.825267 -1.717519 0.0 0.0 0.0 0.065
H -3.169858 -3.992353 -1.674748 0.0 0.0 0.0 0.113
H -2.729010 -2.441907 -2.387136 0.0 0.0 0.0 0.115
H -2.065891 -1.834168 -0.240121 -0.1 0.0 0.1 0.069
C -5.489860 -3.996870 2.264574 0.0 0.1 0.0 -0.093
C -5.867262 -4.438453 0.862791 0.0 0.0 0.0 -0.324
O -5.539099 -3.462569 -0.116998 0.0 -0.1 0.0 -0.089
H -5.987448 -3.058376 2.511290 0.0 0.0 0.0 0.073
H -5.775341 -4.748228 3.002337 0.0 0.0 0.0 0.072
H -4.411672 -3.837211 2.338680 0.0 0.0 0.0 0.069
H -6.943933 -4.587902 0.785667 0.0 0.0 0.0 0.110
H -5.382839 -5.392495 0.624217 0.0 0.0 0.0 0.108
H -4.585769 -3.315860 -0.084650 0.0 0.2 0.1 0.028
```
Positions in Å, forces in eV/Å.

The value obtained for the calculated total energy is -33490.4000 eV. The value obtained for the highest occupied orbital energy is -11.151 eV. The multiplicity is 1. The charge is +1. The value obtained for the gap between HOMO and LUMO is 7.237 eV.

Computed, not measured: C11H33AsF6O5 as an isolated structure in a non-equilibrium geometry, with wB97M-V/def2-TZVPD.

The geometry in XYZ format:
```
56
Properties=species:S:1:pos:R:3:forces:R:3:lowdin_charge:R:1
O 0.662702 0.635109 -1.607543 -0.4 0.5 -0.1 0.408
H 1.161605 0.109889 -2.237494 0.5 -0.7 -0.8 0.197
H 0.099179 0.077981 -1.065657 -0.8 -0.8 0.5 0.198
H 1.266915 1.094670 -1.019900 0.8 0.7 0.6 0.192
As 3.486160 -5.260225 1.631593 0.3 -0.1 1.0 0.875
F 4.204822 -6.127020 3.047380 -1.2 0.8 -1.2 -0.310
F 4.978116 -5.647820 0.779841 -0.9 0.2 0.0 -0.292
F 2.859147 -4.337891 0.230003 0.3 -0.7 0.8 -0.327
F 1.971306 -4.813651 2.538285 1.7 -0.6 -0.9 -0.324
F 4.291739 -3.756789 2.204323 -0.9 -1.0 -0.4 -0.321
F 2.723513 -6.771948 1.035334 0.6 1.6 0.6 -0.301
C -6.254296 -0.957167 -0.918140 -0.7 0.6 0.7 -0.083
C -5.651670 0.399164 -0.988521 -1.2 0.8 -1.9 -0.411
O -4.399083 0.408916 -0.453889 2.4 0.4 1.0 -0.062
H -5.625633 -1.646814 -1.481395 -0.2 -0.1 0.1 0.084
H -7.231796 -0.813157 -1.378412 -0.2 -0.8 0.1 0.081
H -6.317905 -1.226043 0.136268 -0.3 -0.5 -0.1 0.080
H -6.156735 1.286367 -0.606584 -1.0 -0.5 0.5 0.119
H -5.671833 0.619120 -2.055911 0.7 0.3 -0.5 0.104
H -4.428768 1.076369 0.235488 0.5 -0.2 0.1 0.088
C -2.190078 0.486392 5.571114 0.4 -0.4 0.6 -0.064
C -3.427397 1.321099 5.733168 0.6 0.5 1.3 -0.543
C -3.434635 2.002456 7.093771 -0.5 -1.9 0.5 -0.063
O -3.337196 2.365654 4.826806 0.1 0.6 -2.5 -0.053
H -1.314182 1.069566 5.855414 0.1 0.1 -0.4 0.084
H -2.076937 0.027962 4.588704 0.0 0.2 0.0 0.081
H -2.235095 -0.313038 6.310704 0.0 -0.2 -0.1 0.084
H -4.271333 0.639060 5.629726 -0.5 0.3 -0.3 0.135
H -2.536461 2.607202 7.218934 -0.4 0.3 -0.1 0.089
H -3.400802 1.194350 7.824474 0.1 0.1 0.4 0.077
H -4.410291 2.466155 7.239271 0.3 0.6 0.1 0.079
H -4.042832 3.016178 4.849105 -0.2 -0.3 0.4 0.092
C 0.017532 -1.679508 -8.390012 -0.2 0.4 1.3 -0.043
C 0.736369 -2.322706 -7.190930 -1.4 1.0 0.5 -0.547
C 1.444708 -3.554707 -7.509237 0.3 -1.4 -0.7 -0.073
O 1.575958 -1.356600 -6.583733 0.5 0.2 0.1 -0.061
H 0.530742 -1.800404 -9.344004 -0.3 -0.3 0.0 0.081
H 0.003840 -0.620549 -8.132103 -0.1 0.2 -0.3 0.074
H -1.029453 -1.978500 -8.339745 0.1 -0.3 -0.8 0.079
H 0.002881 -2.563603 -6.421464 -0.2 0.2 0.1 0.134
H 2.001312 -3.960166 -6.664310 0.2 0.2 -0.2 0.093
H 2.049237 -3.371261 -8.397485 0.5 -0.3 0.1 0.086
H 0.701482 -4.300635 -7.790818 0.0 -0.2 -0.1 0.092
H 2.171416 -1.113316 -7.296358 0.5 0.4 0.1 0.085
C 3.370711 5.013307 1.440983 0.6 -0.4 1.5 -0.059
C 4.490603 3.996312 1.522628 -0.5 -0.4 1.2 -0.518
C 4.702191 3.156210 2.817278 -0.4 1.7 0.0 -0.032
O 4.113715 3.043235 0.572951 0.7 -0.9 -2.1 -0.083
H 2.499111 4.492655 1.837629 -0.4 0.4 -0.1 0.078
H 3.251070 5.272320 0.388986 -0.1 0.3 0.3 0.081
H 3.657892 5.845322 2.083935 -0.5 0.4 -0.2 0.083
H 5.380539 4.532949 1.193775 0.5 -0.3 0.2 0.132
H 5.181252 2.188197 2.670463 0.3 0.4 -0.4 0.081
H 3.723310 2.931960 3.241079 -0.1 0.1 0.1 0.074
H 5.252697 3.780486 3.521062 0.1 -0.3 0.3 0.075
H 4.880639 3.136906 0.003172 -0.3 -1.0 -0.8 0.090
```
Positions in Å, forces in eV/Å.

The value obtained for the calculated total energy is -99320.4619 eV. The value obtained for the highest occupied orbital energy is -10.470 eV. The multiplicity is 1. The calculation puts the energy above the lowest of the compared OMol25 structures with the same formula, charge and spin at 4.872 eV. The charge is 0. The value obtained for the gap between HOMO and LUMO is 7.556 eV.

Computed, not measured: a 4-piece molecular cluster, C11H33B3N6O6Si overall, with wB97M-V/def2-TZVPD.

The geometry in XYZ format:
```
60
Properties=species:S:1:pos:R:3:forces:R:3:lowdin_charge:R:1
C 4.974193 0.373757 0.901580 0.0 0.0 0.0 -0.103
C 4.279889 -0.062654 -0.397070 0.1 0.0 0.0 -0.265
C 3.638825 1.096419 -1.167388 -0.1 -0.1 -0.1 -0.214
C 2.193232 1.413120 -0.732972 0.2 0.2 0.1 -0.199
C 1.986729 2.872622 -0.288422 -0.2 0.0 0.0 -0.064
B 0.518128 3.104541 0.186514 -0.3 0.5 -0.1 -0.531
O 0.222553 3.669069 1.432147 0.3 -0.5 0.3 0.230
B -0.970187 3.326197 2.035790 -0.3 0.5 -0.2 -0.368
O -2.013589 2.876388 1.262663 0.3 -0.7 0.4 0.200
B -1.659222 2.173865 0.104510 -0.3 0.6 -0.3 -0.465
Si -2.574880 0.420317 -0.370772 -0.2 0.0 0.0 0.606
C -3.938723 0.125143 0.878241 0.1 0.1 0.1 -0.181
C -3.220245 0.411907 -2.141912 0.1 0.0 0.0 -0.182
C -1.331102 -0.971999 -0.199139 0.0 0.3 -0.2 -0.183
O -0.556193 2.678241 -0.573974 0.3 -0.8 0.1 0.245
H 6.052973 0.452448 0.762957 0.0 0.0 0.0 0.068
H 4.799795 -0.323210 1.721241 0.0 0.0 0.0 0.065
H 4.625724 1.357836 1.222535 -0.1 -0.1 0.1 0.065
H 3.514689 -0.810169 -0.173630 0.0 0.0 -0.1 0.096
H 5.003010 -0.561913 -1.044402 0.0 0.0 0.0 0.096
H 3.648363 0.853034 -2.232059 0.0 0.1 0.0 0.104
H 4.255927 1.991493 -1.045458 0.0 0.0 -0.1 0.107
H 1.923784 0.753362 0.099370 -0.1 0.0 -0.1 0.114
H 1.501650 1.203983 -1.549573 0.0 -0.1 0.1 0.112
H 2.201600 3.538300 -1.132561 0.1 0.0 0.0 0.124
H 2.673391 3.121649 0.523005 0.1 0.1 -0.1 0.110
H -1.090625 3.418559 3.216475 0.0 0.2 0.0 0.118
H -4.843657 0.695330 0.661158 0.0 -0.1 0.0 0.033
H -3.588866 0.448372 1.861582 0.0 -0.1 0.0 0.031
H -4.173131 -0.939692 0.938609 -0.1 0.0 -0.1 0.028
H -4.307334 0.485138 -2.189077 0.0 0.0 0.0 0.027
H -2.924204 -0.519868 -2.628234 -0.1 0.0 0.0 0.028
H -2.792373 1.226127 -2.728143 0.0 0.0 0.0 0.025
H -0.528549 -0.854956 -0.932174 0.1 0.0 0.1 0.028
H -1.878311 -1.891786 -0.410674 0.1 -0.1 0.1 0.006
H -0.901935 -1.028623 0.802222 0.0 -0.1 0.0 0.038
N -1.783024 -5.523343 0.052244 -0.1 0.0 0.2 0.163
C -2.961499 -4.849758 -0.034968 0.0 -0.1 -0.1 -0.674
N -3.991152 -5.538849 -0.615378 0.0 0.0 0.0 0.149
O -3.095078 -3.704554 0.371929 -0.1 0.0 0.0 0.004
H -1.606030 -6.443379 -0.312287 0.1 0.1 -0.1 0.068
H -1.016036 -5.020433 0.455894 0.0 0.0 0.0 0.093
H -4.872829 -5.068460 -0.693050 0.0 0.0 0.0 0.100
H -3.897726 -6.476263 -0.956884 0.0 0.0 0.0 0.093
N 0.427814 7.130586 2.341914 0.0 0.0 0.0 0.158
C -0.714043 7.886680 2.299983 0.1 -0.1 0.0 -0.683
N -1.858359 7.181918 2.037263 -0.1 -0.1 0.0 0.156
O -0.712669 9.089352 2.480845 0.0 0.0 0.0 0.026
H 0.445718 6.138881 2.185563 0.0 0.0 0.0 0.074
H 1.285124 7.613791 2.532921 0.0 0.0 0.0 0.102
H -2.720815 7.690020 1.983841 0.0 0.0 0.0 0.103
H -1.870368 6.191807 1.883595 0.0 0.0 0.0 0.079
N 1.958618 -5.907305 -0.621721 0.0 0.0 0.0 0.156
C 1.321432 -6.770205 -1.467919 0.1 0.0 -0.1 -0.671
N 1.961609 -7.012275 -2.648716 0.0 0.0 0.0 0.153
O 0.254808 -7.294473 -1.190830 -0.1 0.0 0.1 0.011
H 2.833112 -5.468514 -0.838375 0.0 0.0 0.0 0.094
H 1.536715 -5.732280 0.270465 0.0 0.0 0.0 0.098
H 1.515776 -7.640370 -3.290838 0.0 0.0 0.0 0.105
H 2.837571 -6.594918 -2.898455 0.0 0.0 0.0 0.094
```
Positions in Å, forces in eV/Å.

The value obtained for the calculated total energy is -43085.6653 eV. Its structure (SMILES) is CCCCCB1OBOB([Si](C)(C)C)O1.NC(N)=O.NC(N)=O.NC(N)=O. The value obtained for the highest occupied orbital energy is -9.600 eV. The multiplicity is 1. The charge is 0. The value obtained for the gap between HOMO and LUMO is 9.752 eV.

Q: What is the multiplicity in the second record?
A: 1

Q: Look up the multiplicity of the third one.
A: 1

Q: multiplicity of number 3 (C11H33B3N6O6Si)?
A: 1